# 1
A 8-piece molecular cluster, C25H52BrCl14NOS overall. Source: the Open Molecules 2025 dataset; level of theory: ωB97M-V/def2-TZVPD.

The geometry in XYZ format:
```
95
C25H52BrCl14NOS ωB97M-V/def2-TZVPD
C 2.03606 7.62195 1.96262
C 2.27424 6.89197 0.59278
C 3.14931 5.63636 0.89153
C 3.08146 4.55016 -0.23569
C 1.74388 3.74490 -0.03353
C 1.93115 2.41451 0.77901
C 1.30437 2.52185 2.21337
C -0.25459 2.60352 2.16889
C -0.86749 3.67271 3.11152
O -0.61303 5.02228 2.74361
C -1.20310 5.37076 1.51376
C -2.75517 5.45280 1.53790
Br -3.42312 6.50787 3.10354
N -3.14217 6.21923 0.31769
S -4.35951 5.41870 -0.64152
H 1.69706 8.66585 1.82464
H 2.99368 7.59099 2.51425
H 1.26198 7.07511 2.53126
H 2.88087 7.55531 -0.05366
H 1.29852 6.62914 0.15191
H 2.73478 5.16366 1.80859
H 4.20531 5.89182 1.09859
H 3.04040 5.01013 -1.24196
H 3.94555 3.86263 -0.18965
H 1.29541 3.49133 -1.00774
H 1.09228 4.39720 0.58334
H 1.39016 1.57976 0.27884
H 3.00188 2.14082 0.87056
H 1.57914 1.56924 2.71833
H 1.78991 3.32244 2.80132
H -0.63928 1.62023 2.51489
H -0.58243 2.68619 1.11307
H -0.39104 3.53350 4.10340
H -1.95046 3.46410 3.27553
H -0.92809 4.71942 0.66301
H -0.83372 6.38362 1.25915
H -3.25593 4.47075 1.55579
H -3.56590 7.07898 0.65319
H -4.54620 4.15847 -0.13728
Cl 1.51403 -1.28431 -0.29077
C 1.23276 -1.25768 -2.04920
C 1.42454 0.12071 -2.63631
Cl 0.15273 1.25677 -2.11678
H 0.22873 -1.63649 -2.23533
H 1.94751 -1.95182 -2.49283
H 1.37640 0.06751 -3.72345
H 2.38837 0.54392 -2.35730
Cl 2.43828 -4.84462 -3.04645
C 3.45452 -5.42520 -1.70367
C 3.38700 -4.50967 -0.50435
Cl 4.16863 -2.93909 -0.81220
H 4.47352 -5.52783 -2.07229
H 3.08718 -6.41527 -1.43341
H 3.90971 -4.96387 0.33712
H 2.35642 -4.31964 -0.20466
Cl 5.11848 -6.49713 -4.72855
C 4.82652 -6.45240 -6.48519
C 5.04889 -5.07483 -7.06506
Cl 3.81112 -3.91232 -6.52877
H 3.81248 -6.80338 -6.66683
H 5.51980 -7.15990 -6.93931
H 4.99170 -5.12037 -8.15234
H 6.02471 -4.67951 -6.78961
Cl -0.34756 -4.66613 1.19674
C -1.31218 -3.30225 1.81368
C -2.72288 -3.32922 1.27811
Cl -2.76950 -2.98528 -0.46869
H -0.79978 -2.37861 1.54777
H -1.32488 -3.38489 2.90035
H -3.32239 -2.56454 1.77170
H -3.19554 -4.29531 1.44694
Cl -4.48129 -4.81107 -5.91060
C -3.49160 -5.35213 -4.53050
C -3.63158 -4.44070 -3.33401
Cl -2.89539 -2.84291 -3.61688
H -2.45725 -5.41730 -4.86286
H -3.83190 -6.35422 -4.27065
H -3.12037 -4.87767 -2.47647
H -4.67577 -4.28788 -3.06770
Cl 0.42921 -7.62745 -0.67987
C -0.69581 -8.64055 0.26079
C -2.11656 -8.52413 -0.24045
Cl -2.80864 -6.91663 0.08828
H -0.61667 -8.35131 1.30715
H -0.35364 -9.67047 0.16285
H -2.74873 -9.25270 0.26646
H -2.17730 -8.70581 -1.31179
Cl -6.66293 4.12562 7.14157
C -5.24296 5.04070 6.57431
C -4.10361 4.13413 6.17324
Cl -3.37964 3.30224 7.57312
H -4.94656 5.72764 7.36464
H -5.56610 5.62655 5.71413
H -3.31189 4.72170 5.70917
H -4.42853 3.37673 5.46214
```

Summary:
Kohn-Sham gap   0.330 Ha
SMILES string   CCCCCCCCCOC[C@@H](Br)NS.ClCCCl.ClCCCl.ClCCCl.ClCCCl.ClCCCl.ClCCCl.ClCCCl



# 2
A 3-piece molecular cluster, C25H52ClFN2O10S overall. Source: the Open Molecules 2025 dataset; level of theory: ωB97M-V/def2-TZVPD.

The geometry in XYZ format:
```
92
C25H52ClFN2O10S ωB97M-V/def2-TZVPD
C -1.09311 3.36736 -1.62764
C -0.63138 2.06084 -2.26451
C 0.68873 1.55663 -1.68811
C 1.08658 0.18614 -2.24844
C 0.42338 -1.00009 -1.53456
C 1.20466 -1.66927 -0.39528
C 1.16689 -0.98684 0.97959
N -0.17214 -0.58699 1.38523
O 1.89105 0.22878 1.05646
C 3.25381 0.22357 0.66569
C 1.63839 -1.99805 2.08167
F 2.75953 -2.70218 1.58445
C 2.09137 -1.31716 3.36498
C 2.72530 -2.28382 4.36383
C 2.95541 -1.64021 5.73107
C 4.05979 -0.57731 5.68691
S 3.48420 1.11247 5.78376
O 4.48487 1.97057 5.23989
O 2.11646 1.21359 5.39105
Cl 3.50526 1.39960 7.81110
N 0.62363 -3.02833 2.24624
C -0.37220 -2.90451 3.28400
O -1.45505 -3.76962 2.97433
C -2.64748 -3.15075 2.66925
O -2.54841 -2.51168 1.40970
C -3.64112 -1.65909 1.12166
C -3.57676 -0.31508 1.86099
O -4.85792 0.19083 2.20986
H -1.43113 3.20466 -0.60120
H -1.91704 3.81627 -2.18283
H -0.27571 4.09280 -1.59099
H -0.53095 2.18780 -3.34650
H -1.40386 1.29794 -2.12083
H 0.59344 1.49781 -0.59962
H 1.46754 2.30182 -1.88318
H 2.17217 0.05607 -2.25950
H 0.78316 0.14902 -3.29659
H 0.23861 -1.77860 -2.27838
H -0.56778 -0.69219 -1.18335
H 0.76817 -2.65721 -0.22107
H 2.23294 -1.85072 -0.71444
H -0.86017 -1.28051 1.10766
H -0.38222 0.29796 0.93979
H 3.35807 0.60207 -0.35303
H 3.79301 0.89031 1.34158
H 3.69941 -0.77059 0.72882
H 2.81758 -0.55049 3.09139
H 1.25090 -0.77796 3.80742
H 3.68753 -2.61486 3.96258
H 2.12197 -3.18602 4.48359
H 3.23067 -2.39918 6.46366
H 2.02812 -1.17989 6.07805
H 4.77933 -0.68261 6.49501
H 4.61607 -0.58586 4.74598
H 1.07733 -3.93264 2.26924
H -0.01864 -3.20794 4.27815
H -0.70029 -1.86625 3.31822
H -2.92172 -2.40832 3.43510
H -3.40887 -3.93649 2.63107
H -4.59749 -2.15426 1.35470
H -3.61814 -1.51672 0.04153
H -2.92952 -0.41162 2.73749
H -3.13409 0.44747 1.21913
H -5.40127 -0.53517 2.54064
C 4.45901 0.55423 -7.32032
C 4.40380 0.13071 -5.86810
O 3.07167 -0.18373 -5.44675
C 2.50668 -1.39654 -5.63831
C 3.21317 -2.42458 -6.49013
O 1.42715 -1.60085 -5.15726
H 4.16427 -0.25589 -7.98737
H 5.47314 0.85839 -7.58193
H 3.78946 1.39691 -7.49049
H 5.07815 -0.70052 -5.65914
H 4.69914 0.95451 -5.22014
H 2.88223 -2.29302 -7.52082
H 2.89613 -3.40771 -6.15406
H 4.29743 -2.36632 -6.46647
C -6.45142 5.10146 -0.47904
C -6.73111 4.15373 -1.62615
O -5.52879 3.68597 -2.24706
C -4.82168 2.63662 -1.76877
C -5.19369 2.02460 -0.44020
O -3.87842 2.25163 -2.40318
H -5.92057 4.60407 0.33256
H -7.38833 5.49435 -0.08224
H -5.84287 5.93730 -0.82343
H -7.35474 3.31439 -1.31674
H -7.26020 4.66976 -2.42589
H -4.63680 2.53122 0.34813
H -4.88390 0.98465 -0.45772
H -6.24977 2.06941 -0.19140
```

Summary:
Kohn-Sham gap   0.336 Ha
SMILES string   CCCCCC[C@](N)(OC)[C@@](F)(CCCCS(=O)(=O)Cl)NCOCOCCO.CCOC(C)=O.CCOC(C)=O



# 3
C25H52ClN5OSi3Sn as an isolated structure. Source: the Open Molecules 2025 dataset; level of theory: ωB97M-V/def2-TZVPD.

The geometry in XYZ format:
```
88
C25H52ClN5OSi3Sn ωB97M-V/def2-TZVPD
Sn -0.47846 -0.86151 -0.29752
C -3.53702 -1.27997 1.66338
O -2.15259 -1.02495 1.57679
Si -1.14424 -0.70107 2.92718
C -2.09320 0.55895 3.97906
C -0.97796 -2.24101 4.03274
C 0.35006 -0.13695 1.85727
Si 0.42363 1.79733 1.89523
C -0.99149 2.25910 0.65945
C 0.28392 2.84508 3.47993
C 1.94812 2.52890 0.98428
Si 2.00931 -0.93175 2.44341
C 2.51373 -0.32878 4.17367
C 1.99090 -2.83733 2.31857
C 3.41697 -0.55712 1.18881
H -4.07039 -0.37407 1.95121
H -3.74743 -2.05819 2.39672
H -3.88945 -1.60535 0.68561
H -2.95217 0.08221 4.44224
H -2.45582 1.39657 3.39521
H -1.47933 0.95087 4.77905
H -1.83426 -2.32094 4.69784
H -0.09498 -2.16064 4.65702
H -0.90648 -3.17552 3.48751
H -1.91852 1.78702 0.97925
H 0.43576 1.75544 -0.66815
H -1.15486 3.33406 0.58051
H -0.73516 3.07905 3.76754
H 0.80123 3.79061 3.33655
H 0.76257 2.34456 4.31458
H 2.35361 1.88190 0.21317
H 2.74768 2.72833 1.68670
H 1.68984 3.47993 0.52608
H 1.65406 -0.07597 4.78376
H 3.14634 0.54921 4.11347
H 3.07548 -1.09138 4.70086
H 1.18132 -3.30355 2.86194
H 2.92015 -3.23876 2.71121
H 1.92203 -3.15231 1.27900
H 3.84465 0.43160 1.29359
H 3.05761 -0.67417 0.16608
H 4.21877 -1.27267 1.34059
N 3.17673 -0.68618 -4.83520
C 3.69112 -1.31298 -3.58829
C 2.50588 -1.72210 -2.70656
N 1.62738 -0.60788 -2.41594
C 1.13762 0.00179 -3.63993
C 2.28851 0.47390 -4.53108
H 2.63693 -1.38543 -5.36184
H 3.96146 -0.39222 -5.42746
H 4.31376 -0.58646 -3.06337
H 4.30812 -2.17806 -3.83465
H 2.88266 -2.13794 -1.77212
H 1.92230 -2.49442 -3.21276
H 2.13286 0.08653 -1.87386
H 0.47177 0.83614 -3.36248
H 0.53652 -0.73873 -4.17229
H 2.87964 1.23133 -4.01372
H 1.91299 0.89846 -5.46141
Cl -2.21497 -5.98077 2.61286
C -1.22674 -5.41182 1.32537
C -0.36979 -6.25703 0.62906
C 0.36792 -5.72291 -0.41630
C 0.22652 -4.37960 -0.71930
N -0.57159 -3.56501 -0.03708
C -1.29039 -4.07366 0.94948
H -0.28962 -7.29910 0.89827
H 1.04526 -6.33670 -0.99107
H 0.75601 -3.92760 -1.54796
H -1.93625 -3.38876 1.46905
N -0.57678 1.69777 -0.63249
C -1.03501 1.89764 -1.92649
N -2.20381 2.42588 -2.18668
C -2.45615 2.80672 -3.56691
C -2.42465 4.34698 -3.70207
C -2.39178 5.00183 -2.32156
C -3.47775 4.40466 -1.43371
C -3.30461 2.87304 -1.34286
H -3.43167 2.41705 -3.86396
H -1.69243 2.34021 -4.19089
H -3.30178 4.68841 -4.25194
H -1.54099 4.65638 -4.25940
H -2.52544 6.07826 -2.41830
H -1.41681 4.83320 -1.85715
H -4.45852 4.64388 -1.84260
H -3.41855 4.84135 -0.43762
H -4.20650 2.37182 -1.70986
H -3.15333 2.55542 -0.31635
```

Summary:
Kohn-Sham gap   0.282 Ha
Net charge   +2



no.,largest force on an atom (eV/Å),energy (eV),E_HOMO (eV)
1,1.70,-286498.009,-8.691
2,0.22,-76297.698,-8.617
3,1.34,-78242.104,-12.787